Below is C3H4IrLiO4 as an isolated structure, with properties calculated with ωB97M-V/def2-TZVPD.

Structure (XYZ):
```
13
Properties=species:S:1:pos:R:3:lowdin_charge:R:1
O 1.547 1.056 0.254 0.003
C 0.733 0.210 -0.199 -0.749
O 1.132 -0.731 -0.931 -0.034
Ir 2.809 0.137 -0.858 1.622
O -0.538 0.295 0.207 -0.049
C -1.437 -1.308 0.625 0.145
C -2.035 -0.415 -0.428 -0.130
H -1.886 -2.237 0.994 0.204
H -0.626 -1.924 0.218 0.196
H -1.957 -0.839 -1.448 0.248
H -2.765 -0.984 0.786 0.402
Li -1.542 2.043 0.540 0.905
O -2.793 0.670 -0.379 0.236
```

Computed properties:
Spin multiplicity: 6
LUMO (spin up / spin down) in eV: -15.3 / -18.1
Net charge: +3
Total energy in eV: -14361.43718
Expectation value of S²: 8.767
Kohn-Sham gap (spin up / spin down) in eV: 6.2 / 4.9

=====

Below is one molecule with the formula C23H22N6O3, with properties calculated with ωB97M-V/def2-TZVPD.

Structure (XYZ):
```
54
Properties=species:S:1:pos:R:3:lowdin_charge:R:1
C -4.746 -2.473 2.416 -0.028
C -4.799 -1.607 1.218 -0.257
N -4.861 -0.299 1.298 0.151
N -4.901 0.177 0.045 -0.103
C -4.931 1.605 -0.146 -0.068
C -3.597 2.222 0.202 -0.186
C -3.506 3.244 1.137 -0.028
C -2.278 3.806 1.440 -0.063
C -1.124 3.342 0.833 -0.030
C -1.200 2.305 -0.091 -0.122
C -0.015 1.764 -0.825 -0.422
O -0.109 1.320 -1.951 0.083
N 1.146 1.806 -0.118 0.154
C 2.387 1.378 -0.560 -0.308
C 2.772 0.877 -1.816 0.009
C 4.117 0.629 -1.676 -0.051
N 4.465 0.977 -0.422 -0.177
C 5.757 0.843 0.195 -0.091
C 6.154 -0.608 0.327 -0.218
C 7.387 -1.056 -0.124 -0.049
C 7.732 -2.391 -0.003 -0.086
C 6.843 -3.290 0.561 -0.091
C 5.609 -2.849 1.009 -0.077
C 5.266 -1.514 0.895 -0.035
N 3.421 1.428 0.272 0.131
C -2.440 1.762 -0.407 0.041
C -4.864 -0.794 -0.879 -0.166
C -4.909 -0.548 -2.340 0.005
C -4.801 -1.991 -0.154 -0.063
N -4.760 -3.301 -0.653 -0.352
O -4.674 -4.211 0.152 0.080
O -4.817 -3.466 -1.861 0.064
H -3.833 -3.065 2.408 0.084
H -5.581 -3.172 2.411 0.083
H -4.782 -1.856 3.308 0.079
H -5.707 2.013 0.506 0.131
H -5.187 1.814 -1.188 0.131
H -4.399 3.607 1.624 0.113
H -2.220 4.612 2.156 0.107
H -0.178 3.809 1.062 0.112
H 1.139 2.123 0.840 0.139
H 2.145 0.730 -2.668 0.091
H 4.835 0.237 -2.367 0.125
H 5.676 1.306 1.183 0.133
H 6.503 1.388 -0.392 0.127
H 8.082 -0.358 -0.569 0.108
H 8.695 -2.730 -0.355 0.102
H 7.111 -4.332 0.651 0.101
H 4.912 -3.546 1.449 0.104
H 4.305 -1.167 1.243 0.113
H -2.471 0.970 -1.140 0.118
H -4.856 -1.498 -2.864 0.073
H -5.838 -0.048 -2.614 0.094
H -4.075 0.077 -2.657 0.085
```

Computed properties:
SMILES: Cc1nn(Cc2cccc(C(=O)Nc3ccn(Cc4ccccc4)n3)c2)c(C)c1[N+](=O)[O-]
LUMO in eV: 0.2
Total energy in eV: -39289.00429
Kohn-Sham gap in eV: 8.7

=====

Below is C49H52BrCl3N4O9Sb2Sn as an isolated structure, with properties calculated with ωB97M-V/def2-TZVPD.

Structure (XYZ):
```
121
Properties=species:S:1:pos:R:3:lowdin_charge:R:1
Sn 0.014 0.686 -1.876 1.428
Cl 2.312 -5.138 -7.007 0.598
C 1.482 -3.983 -5.995 -0.693
C 0.414 -3.251 -6.530 -0.145
C -0.269 -2.376 -5.734 -0.570
Cl -1.567 -1.470 -6.423 0.726
C 0.043 -2.148 -4.340 -0.415
O -0.679 -1.434 -3.598 -0.270
C 1.222 -2.850 -3.884 -0.133
C 1.812 -2.606 -2.601 -0.248
O 1.589 -1.705 -1.804 -0.111
C 1.884 -3.779 -4.708 -0.094
H 0.139 -3.374 -7.568 0.097
H 2.614 -3.337 -2.348 0.115
H 2.743 -4.310 -4.314 0.103
C -2.661 1.172 3.657 -0.333
Sb -2.421 -0.100 1.926 1.315
C -1.944 -1.823 3.173 -0.336
C -4.576 -0.626 2.056 -0.349
C -4.974 -1.979 1.572 -0.278
C -5.163 -2.985 2.524 -0.079
C -5.591 -4.258 2.188 -0.113
C -5.852 -4.555 0.860 -0.111
C -5.675 -3.576 -0.100 -0.084
C -5.230 -2.287 0.212 -0.280
C -5.108 -1.308 -0.901 -0.323
Sb -3.192 -1.318 -2.060 1.337
C -3.220 -3.462 -2.377 -0.311
C -4.344 -0.932 -3.858 -0.330
H -3.111 0.611 4.475 -0.003
H -3.294 2.020 3.398 0.003
H -1.688 1.553 3.959 -0.025
H -2.672 -1.899 3.980 -0.007
H -0.947 -1.712 3.599 -0.028
H -1.980 -2.735 2.577 -0.003
H -5.114 0.161 1.525 0.048
H -4.802 -0.536 3.119 0.044
H -4.988 -2.747 3.567 0.099
H -5.748 -5.001 2.960 0.090
H -6.207 -5.539 0.577 0.091
H -5.893 -3.805 -1.138 0.103
H -5.232 -0.282 -0.552 0.039
H -5.864 -1.510 -1.659 0.046
H -4.102 -3.755 -2.945 0.000
H -3.220 -3.973 -1.414 -0.008
H -2.324 -3.743 -2.929 -0.010
H -5.222 -1.578 -3.895 -0.001
H -3.711 -1.129 -4.719 -0.050
H -4.658 0.112 -3.878 -0.003
O -2.962 7.216 -0.508 -0.051
C -3.459 6.357 -1.257 -0.693
O -4.421 6.422 -2.047 -0.063
C -2.788 4.947 -1.185 -0.079
C -3.447 3.847 -1.729 0.004
C -2.858 2.604 -1.655 -0.146
N -1.652 2.406 -1.110 -0.006
C -1.016 3.458 -0.585 -0.202
C -1.562 4.732 -0.572 0.064
C 0.336 3.146 0.029 -0.602
O 0.668 3.698 1.074 0.024
O 1.033 2.261 -0.594 -0.236
H -4.411 3.997 -2.195 0.112
H -3.354 1.718 -2.043 0.069
H -1.032 5.553 -0.113 0.129
C 6.831 -1.388 5.085 -0.050
C 5.346 -1.765 4.994 -0.519
C 5.230 -3.260 4.677 -0.049
C 4.724 -1.512 6.380 -0.050
C 4.635 -0.859 3.921 -0.439
O 4.782 0.468 4.380 -0.015
C 5.304 -1.026 2.539 -0.110
C 4.703 -0.191 1.397 -0.118
C 4.858 1.308 1.506 -0.224
C 6.092 1.895 1.770 -0.047
C 6.234 3.271 1.816 -0.118
C 5.126 4.074 1.590 -0.670
Cl 5.313 5.802 1.646 0.636
C 3.890 3.520 1.310 -0.072
C 3.769 2.138 1.265 -0.025
C 3.143 -1.275 3.829 -0.040
N 2.258 -0.266 3.284 -0.104
C 1.190 -0.461 2.495 -0.161
N 0.466 0.634 2.434 0.059
C 1.138 1.508 3.224 -0.183
N 2.215 0.996 3.775 0.110
H 7.279 -1.879 5.951 0.079
H 6.933 -0.310 5.204 0.092
H 7.388 -1.704 4.203 0.076
H 5.692 -3.830 5.486 0.086
H 5.743 -3.523 3.751 0.078
H 4.191 -3.581 4.598 0.079
H 5.409 -1.848 7.160 0.079
H 3.789 -2.055 6.517 0.074
H 4.543 -0.447 6.517 0.089
H 3.998 0.992 4.133 0.062
H 5.248 -2.077 2.246 0.113
H 6.356 -0.763 2.654 0.099
H 3.647 -0.422 1.272 0.100
H 5.205 -0.508 0.475 0.125
H 6.965 1.275 1.936 0.108
H 7.196 3.721 2.019 0.094
H 3.025 4.143 1.124 0.098
H 2.799 1.718 1.023 0.091
H 2.780 -1.514 4.829 0.123
H 3.044 -2.159 3.200 0.137
H 0.991 -1.377 1.965 0.139
H 0.821 2.531 3.364 0.119
Br -1.013 5.762 -5.803 0.782
C -1.994 4.141 -5.867 -0.591
C -3.037 4.096 -6.783 -0.148
C -3.772 2.933 -6.940 -0.096
C -3.468 1.814 -6.180 -0.094
C -2.437 1.872 -5.261 -0.045
C -1.679 3.028 -5.083 -0.142
C -0.578 2.993 -4.030 -0.620
O -0.194 4.018 -3.499 0.027
O -0.152 1.796 -3.779 -0.244
H -3.268 4.976 -7.366 0.086
H -4.582 2.902 -7.659 0.096
H -4.031 0.897 -6.306 0.089
H -2.185 1.018 -4.646 0.087
```

Computed properties:
LUMO in eV: 3.1
Net charge: -2
Total energy in eV: -202566.27330
Kohn-Sham gap in eV: 6.6

=====

Below is C37H49CoO6P2SSi as an isolated structure, with properties calculated with ωB97M-V/def2-TZVPD.

Structure (XYZ):
```
97
Properties=species:S:1:pos:R:3:lowdin_charge:R:1
Co 1.095 0.118 0.134 0.363
O 0.951 0.329 2.257 -0.360
P 0.020 -0.280 3.242 0.746
C -1.699 -0.260 2.609 -0.280
P -1.894 -1.046 0.988 0.766
O -0.789 -0.724 0.035 -0.341
C -1.993 -2.806 1.310 -0.280
C -3.070 -3.343 2.014 -0.082
C -3.120 -4.703 2.263 -0.076
C -2.096 -5.528 1.808 -0.075
C -1.028 -4.994 1.105 -0.062
C -0.974 -3.630 0.850 -0.053
C -3.479 -0.522 0.332 -0.271
C -4.403 0.227 1.053 -0.076
C -5.609 0.589 0.468 -0.073
C -5.893 0.202 -0.832 -0.071
C -4.972 -0.547 -1.556 -0.064
C -3.769 -0.908 -0.978 -0.064
C -0.071 0.664 4.764 -0.265
C -0.374 2.022 4.656 -0.070
C -0.443 2.807 5.794 -0.070
C -0.203 2.242 7.042 -0.075
C 0.117 0.898 7.150 -0.074
C 0.188 0.107 6.011 -0.066
C 0.423 -1.989 3.585 -0.288
C 1.617 -2.451 3.036 -0.047
C 1.991 -3.774 3.242 -0.056
C 1.183 -4.619 3.985 -0.077
C -0.012 -4.156 4.529 -0.081
C -0.393 -2.842 4.329 -0.100
H -1.966 0.798 2.518 0.076
H -2.383 -0.717 3.328 0.079
H -3.877 -2.704 2.357 0.110
H -3.957 -5.124 2.805 0.105
H -2.136 -6.592 2.003 0.107
H -0.230 -5.636 0.756 0.113
H -0.138 -3.201 0.309 0.101
H -4.193 0.539 2.068 0.098
H -6.323 1.178 1.028 0.107
H -6.832 0.488 -1.287 0.107
H -5.192 -0.843 -2.573 0.109
H -3.043 -1.481 -1.544 0.115
H -0.523 2.470 3.680 0.115
H -0.668 3.861 5.708 0.108
H -0.250 2.859 7.930 0.106
H 0.324 0.465 8.120 0.106
H 0.462 -0.937 6.098 0.101
H 2.225 -1.787 2.428 0.087
H 2.912 -4.141 2.810 0.112
H 1.477 -5.650 4.139 0.106
H -0.645 -4.823 5.100 0.107
H -1.326 -2.485 4.753 0.111
C 0.482 -0.666 -4.136 -0.022
C 1.383 -0.953 -2.942 -0.607
C 2.831 -1.142 -3.377 -0.021
C 0.913 -2.230 -2.251 -0.044
O 1.266 0.099 -1.961 -0.245
Si 1.760 1.711 -2.080 -0.109
S 1.520 2.437 -0.145 0.420
O 3.313 1.721 -2.573 -0.146
C 4.100 2.757 -3.159 -0.646
C 4.240 3.928 -2.195 -0.039
C 3.530 3.221 -4.496 -0.031
C 5.470 2.124 -3.397 -0.033
O 0.847 2.422 -3.250 -0.156
C -0.451 3.012 -3.163 -0.650
C -0.967 3.052 -4.603 -0.032
C -1.418 2.193 -2.312 -0.045
C -0.335 4.436 -2.632 -0.038
H 0.510 -1.512 -4.826 0.091
H 0.800 0.229 -4.672 0.081
H -0.548 -0.514 -3.809 0.078
H 2.913 -2.059 -3.965 0.090
H 3.475 -1.214 -2.501 0.099
H 3.183 -0.312 -3.988 0.073
H 0.965 -3.072 -2.944 0.089
H -0.116 -2.115 -1.907 0.063
H 1.544 -2.432 -1.383 0.073
H 3.285 4.439 -2.051 0.075
H 4.959 4.650 -2.589 0.087
H 4.580 3.578 -1.221 0.089
H 2.620 3.805 -4.364 0.069
H 3.289 2.363 -5.127 0.090
H 4.264 3.844 -5.011 0.087
H 5.880 1.757 -2.455 0.091
H 6.165 2.844 -3.831 0.083
H 5.378 1.272 -4.074 0.082
H -1.034 2.040 -5.008 0.078
H -0.276 3.616 -5.232 0.086
H -1.952 3.518 -4.655 0.083
H -1.436 1.152 -2.638 0.070
H -2.425 2.606 -2.404 0.089
H -1.131 2.214 -1.259 0.047
H 0.420 4.984 -3.198 0.085
H -0.040 4.435 -1.582 0.052
H -1.291 4.954 -2.726 0.085
O 2.516 -0.813 0.336 -0.386
```

Computed properties:
Spin multiplicity: 5
LUMO (spin up / spin down) in eV: 0.2 / 0.2
Total energy in eV: -126374.50271
Expectation value of S²: 6.022
Kohn-Sham gap (spin up / spin down) in eV: 7.3 / 7.4

=====

Below is one molecule with the formula C5H10O2, with properties calculated with ωB97M-V/def2-TZVPD.

Structure (XYZ):
```
17
Properties=species:S:1:pos:R:3:lowdin_charge:R:1
C -1.626 -0.407 -0.444 -0.063
C -0.661 0.077 0.618 -0.238
C 0.286 1.204 0.056 -0.304
O 0.197 1.501 -1.355 -0.052
C 1.422 0.214 0.005 -0.086
C 0.614 -0.778 0.828 -0.356
O 0.544 -2.055 0.249 -0.021
H -2.430 0.329 -0.574 0.084
H -2.070 -1.367 -0.178 0.081
H -1.104 -0.502 -1.396 0.080
H -1.209 0.254 1.558 0.138
H 0.344 2.075 0.744 0.153
H -0.416 2.216 -1.491 0.084
H 2.420 0.567 0.273 0.119
H 1.317 -0.130 -1.043 0.136
H 0.918 -0.823 1.882 0.146
H 1.454 -2.374 0.266 0.099
```

Computed properties:
SMILES: C[C@@H]1[C@H](O)C[C@@H]1O
LUMO in eV: 0.9
Total energy in eV: -9440.68740
Kohn-Sham gap in eV: 10.7

=====

Below is a 2-piece molecular cluster, C3H10N2 overall, with properties calculated with ωB97M-V/def2-TZVPD.

Structure (XYZ):
```
15
Properties=species:S:1:pos:R:3:lowdin_charge:R:1
C -2.000 1.096 1.610 -0.090
N -1.369 0.587 0.597 -0.106
C -2.068 -0.612 0.063 -0.164
H -1.344 1.495 2.445 0.084
H -3.109 1.133 1.536 0.077
H -2.519 -0.501 -0.921 0.057
H -2.887 -0.873 0.851 0.087
H -1.395 -1.485 -0.032 0.064
C 2.639 0.196 -1.321 -0.165
N 2.306 -0.885 -0.251 -0.077
H 2.701 -0.266 -2.326 0.070
H 3.559 0.554 -1.125 0.001
H 1.995 1.119 -1.312 0.074
H 2.162 -0.335 0.621 0.048
H 1.329 -1.222 -0.436 0.040
```

Computed properties:
SMILES: C=NC.CN
LUMO in eV: 0.7
Total energy in eV: -6250.73770
Kohn-Sham gap in eV: 10.1

=====

Below is C29H26ClN3O5ReSbSe4 as an isolated structure, with properties calculated with ωB97M-V/def2-TZVPD.

Structure (XYZ):
```
70
Properties=species:S:1:pos:R:3:lowdin_charge:R:1
Re 0.635 0.138 1.037 1.227
Cl -2.312 6.452 -1.837 0.759
C -1.567 4.983 -1.353 -0.643
C -0.256 4.700 -1.745 -0.031
C 0.355 3.523 -1.362 0.033
C -0.322 2.603 -0.577 -0.254
O 0.322 1.466 -0.232 -0.232
C -1.644 2.873 -0.183 -0.174
C -2.442 1.982 0.588 -0.307
O -2.059 0.760 0.821 -0.601
C -2.253 4.079 -0.581 -0.028
H 0.280 5.416 -2.355 0.128
H 1.369 3.300 -1.666 0.138
H -3.486 2.219 0.760 0.103
H -3.270 4.292 -0.274 0.135
C 2.746 -5.393 2.422 -0.029
O 3.444 -4.589 1.462 -0.108
C 3.434 -5.116 0.195 -0.265
C 4.408 -6.016 -0.214 0.020
C 4.381 -6.525 -1.503 -0.041
C 3.388 -6.133 -2.393 -0.052
C 2.431 -5.215 -1.999 0.001
C 2.458 -4.703 -0.708 -0.162
N 1.447 -3.779 -0.289 0.194
C 1.669 -2.528 0.114 -0.280
N 2.919 -2.095 0.173 0.203
C 3.418 -0.866 0.611 -0.129
C 2.633 0.186 1.081 -0.305
C 3.284 1.370 1.493 -0.112
C 4.649 1.484 1.416 -0.045
C 5.426 0.418 0.949 0.031
C 4.822 -0.756 0.550 -0.212
O 5.454 -1.854 0.085 -0.080
C 6.885 -1.851 0.061 -0.024
N 0.611 -1.720 0.417 -0.083
C -0.690 -2.346 0.390 -0.286
C -1.540 -2.162 -0.691 -0.045
C -2.789 -2.766 -0.704 -0.087
C -3.167 -3.562 0.369 -0.073
C -2.329 -3.748 1.461 -0.019
C -1.080 -3.136 1.486 -0.292
O -0.184 -3.234 2.485 -0.116
C -0.584 -3.922 3.675 -0.038
H 2.883 -4.908 3.385 0.099
H 3.162 -6.400 2.456 0.102
H 1.682 -5.441 2.177 0.085
H 5.169 -6.313 0.496 0.134
H 5.137 -7.233 -1.815 0.120
H 3.366 -6.535 -3.396 0.117
H 1.663 -4.886 -2.689 0.124
H 0.484 -4.026 -0.471 0.161
H 3.645 -2.769 -0.049 0.144
H 2.698 2.193 1.883 0.103
H 5.139 2.396 1.729 0.122
H 6.500 0.520 0.907 0.122
H 7.178 -2.832 -0.298 0.101
H 7.284 -1.693 1.063 0.107
H 7.257 -1.086 -0.620 0.105
H -1.206 -1.551 -1.523 0.130
H -3.451 -2.631 -1.548 0.118
H -4.132 -4.052 0.360 0.123
H -2.653 -4.366 2.285 0.120
H 0.266 -3.867 4.347 0.101
H -0.816 -4.967 3.465 0.103
H -1.445 -3.432 4.131 0.097
Se -2.876 -0.268 5.836 0.107
Sb -2.379 0.941 3.924 0.105
Se 0.349 0.113 3.282 0.341
Se -3.201 -0.338 1.818 0.811
Se -2.228 3.144 3.080 0.282
```

Computed properties:
LUMO (spin up / spin down) in eV: -7.8 / -7.5
Net charge: +2
Total energy in eV: -327762.68939
Kohn-Sham gap (spin up / spin down) in eV: 5.7 / 6.0

=====

Below is C11H23LiNO2PS2 as an isolated structure, with properties calculated with ωB97M-V/def2-TZVPD.

Structure (XYZ):
```
41
Properties=species:S:1:pos:R:3:lowdin_charge:R:1
Li -0.317 0.817 0.965 0.480
C -0.675 -0.598 6.089 -0.040
C -1.850 -0.376 5.103 -0.560
C -2.734 -1.615 4.695 -0.023
C -2.739 0.838 5.419 -0.050
C -1.143 -0.070 3.861 -0.186
N -0.762 0.209 2.804 0.144
H -1.090 -0.521 7.125 0.098
H 0.096 0.175 6.022 0.087
H -0.174 -1.575 5.966 0.094
H -3.515 -1.780 5.448 0.091
H -2.164 -2.547 4.501 0.096
H -3.102 -1.384 3.685 0.088
H -3.447 0.752 6.261 0.090
H -3.433 1.028 4.562 0.100
H -2.154 1.790 5.584 0.108
C 3.418 -1.624 -3.198 -0.030
C 2.128 -2.105 -2.526 -0.481
C 1.000 -2.358 -3.412 -0.089
O 1.824 -1.152 -1.509 -0.361
P 0.938 0.251 -1.538 -0.221
S 1.918 1.368 -0.235 0.187
S -0.956 -0.216 -1.301 0.182
O 1.082 0.720 -3.107 -0.364
C 0.824 2.071 -3.690 -0.444
C 0.061 3.004 -2.724 -0.096
C 0.079 1.932 -4.992 -0.065
H 3.979 -2.410 -3.702 0.083
H 4.101 -1.249 -2.486 0.067
H 3.197 -0.840 -3.842 0.051
H 2.297 -3.016 -1.884 0.155
H 0.669 -1.411 -3.858 0.069
H 0.149 -2.728 -2.831 0.074
H 1.215 -3.130 -4.170 0.096
H 1.826 2.516 -3.853 0.140
H -0.746 2.339 -2.302 0.045
H -0.324 3.882 -3.208 0.071
H 0.714 3.247 -1.887 0.025
H -0.983 1.668 -4.760 0.097
H 0.605 1.148 -5.643 0.105
H 0.189 2.946 -5.432 0.087
```

Computed properties:
LUMO in eV: 0.1
Total energy in eV: -48533.05358
Kohn-Sham gap in eV: 7.9

=====

Max |F|? In order: 11.318 1.691 1.369 1.667 1.515 3.751 0.548 2.553 eV Å⁻¹.